C29H35Br2N4O4W as an isolated structure at a distorted geometry. Source: the Open Molecules 2025 dataset; level of theory: the ωB97M-V functional and the def2-TZVPD basis.

```
75
Properties=species:S:1:pos:R:3:forces:R:3
W 0.6282 -0.0432 -0.9704 -0.08 -0.14 -1.60
Br -3.2484 0.5238 0.2038 0.01 0.22 0.01
Br 2.7808 -6.8636 -6.0232 -0.07 0.12 0.10
O -0.0870 -2.2414 -1.7648 0.10 0.59 0.27
O 1.8296 1.5952 -2.0467 0.32 -0.33 0.40
O 0.2264 0.3405 -3.0226 0.26 -0.91 0.37
O 1.9973 -1.5996 -1.7652 0.00 0.45 0.04
N -1.7071 -3.0367 0.1278 0.14 0.26 -0.25
N -0.5125 -0.0365 2.9470 -0.04 0.08 -0.06
N -1.1231 1.8778 -1.0587 -0.54 -0.03 -0.10
N 1.7593 -0.8757 0.9376 -0.06 0.19 -0.21
C 1.5756 -2.1136 1.7621 -0.23 -0.25 0.11
C 1.4612 -3.4410 -3.1627 0.11 0.04 -0.02
C -0.2655 1.6948 0.0910 0.77 0.05 0.07
C 1.0174 -5.5547 -4.2179 -0.06 -0.09 -0.04
C -0.3975 3.5613 1.7263 0.02 0.01 0.09
C 2.6797 -3.3589 -3.8352 -0.05 0.01 0.08
C 0.6467 1.4450 -2.4881 -0.51 1.09 0.19
C -2.5195 4.5511 2.3570 -0.01 -0.03 -0.04
C -0.5557 2.3362 -2.2609 0.03 -0.45 -0.02
C 2.2381 -5.4650 -4.8702 0.07 -0.07 -0.08
C -1.3287 2.9216 -3.2200 0.09 0.29 0.07
C 0.5961 -3.0685 1.0756 0.07 0.07 -0.08
C 0.7886 4.1120 -0.3571 -0.01 -0.14 -0.02
C 0.4944 2.9720 0.6319 0.01 -0.06 0.07
C 1.8454 2.5125 1.1942 -0.13 0.07 -0.11
C 0.6265 -4.5346 -3.3698 -0.01 0.08 -0.01
C -0.7617 -2.3870 1.0849 0.34 0.14 0.41
C 0.0108 3.6778 3.0515 0.01 -0.01 0.01
C -0.3645 -1.4258 3.3590 0.03 -0.14 0.02
C -3.2986 2.2979 -2.0113 0.11 0.10 0.11
C -1.6785 4.0103 1.3983 -0.03 0.05 0.02
C -1.3005 -2.3039 2.5070 0.05 0.21 -0.12
C 1.1081 -2.3752 -2.2054 -0.12 -0.33 0.09
C 3.0696 -4.3678 -4.6954 0.01 -0.02 -0.05
C -2.5014 1.7440 -1.0473 -0.08 -0.25 0.12
C -2.7142 3.0134 -3.0562 0.06 0.04 -0.06
C -0.8273 4.2274 4.0151 -0.04 0.00 0.05
C -2.0972 4.6609 3.6749 -0.03 -0.02 0.04
C 1.0925 -1.8786 3.2049 -0.02 0.27 -0.19
H -0.6436 -1.5591 4.4111 0.01 -0.15 -0.02
H 4.0076 -4.3067 -5.2288 0.00 -0.01 0.01
H 2.5448 -2.6097 1.8331 0.00 0.01 -0.03
H 2.4300 2.0715 0.3880 0.04 -0.04 -0.01
H -0.1135 4.5204 -0.8085 -0.03 -0.01 -0.04
H 0.9405 -3.2856 0.0668 -0.05 -0.03 0.03
H -1.3549 -3.3026 2.9491 -0.07 -0.03 -0.02
H 2.4059 3.3619 1.5881 0.00 -0.04 0.06
H 1.9551 -0.0975 1.5564 -0.07 0.11 -0.01
H -3.3292 3.5148 -3.7885 0.00 -0.04 -0.02
H -0.8603 3.2541 -4.1365 0.03 -0.04 0.00
H 1.1970 -2.8340 3.7232 0.10 -0.01 0.02
H -0.4768 4.3235 5.0351 -0.01 -0.01 0.00
H 0.9996 3.3561 3.3524 -0.02 0.04 -0.02
H 1.7168 1.7878 2.0025 0.01 0.01 0.01
H -2.0296 3.9552 0.3740 0.03 0.00 0.00
H -1.9080 -4.0068 0.3606 0.02 -0.05 0.00
H -0.3337 -4.5893 -2.8735 0.01 0.01 0.01
H -4.3695 2.1746 -1.9469 0.01 -0.04 0.01
H 1.4803 3.7975 -1.1340 -0.01 -0.05 -0.11
H 0.3808 -6.4131 -4.3807 0.01 0.01 0.01
H 0.0543 0.5730 3.5288 -0.02 0.00 -0.02
H -2.7534 5.0820 4.4250 0.02 0.02 0.00
H 1.7512 -1.1708 3.7170 -0.01 -0.01 0.00
H -1.2313 -2.9487 -0.8129 -0.11 -0.13 0.11
H -2.3030 -1.8644 2.5174 -0.01 -0.05 0.03
H -3.5053 4.8954 2.0709 0.00 0.00 0.01
H -2.5816 -2.5117 0.0881 -0.06 -0.01 -0.02
H -0.6073 -1.3657 0.6945 -0.43 -0.18 0.16
H -1.4732 0.2621 3.0884 0.04 0.11 -0.05
H -0.9026 1.4132 0.9150 -0.07 -0.43 0.03
H 0.5640 -4.0091 1.6329 0.00 -0.01 0.01
H 3.3083 -2.4928 -3.6819 0.02 -0.01 0.01
H 2.5966 -1.0032 0.3718 0.14 -0.05 0.15
H 1.2603 4.9235 0.2012 -0.02 -0.01 0.01
```
Positions in Å, forces in eV/Å.

Computed properties:
2S+1: 3
Kohn-Sham gap (alpha / beta) (eV): 6.23 / 6.79
Molecular weight (g mol⁻¹): 847.27
Max |F| (eV/A): 1.60
Charge: +1
Energy above the lowest of the compared OMol25 structures with the same formula, charge and spin (kcal/mol): 84.7
Highest occupied orbital energy (alpha / beta) (eV): -8.973 / -9.784
LUMO energy (alpha / beta) (eV): -2.75 / -3.00

---

C24H22AuBN7S2 as an isolated structure. Source: the Open Molecules 2025 dataset; level of theory: the ωB97M-V functional and the def2-TZVPD basis.

```
57
Properties=species:S:1:pos:R:3:forces:R:3
Au -0.3393 0.5554 0.6023 -0.03 -0.45 -0.18
S -2.2876 1.8595 0.4963 0.25 0.00 0.13
S 0.2046 1.4591 2.6757 -0.12 0.18 0.02
N -2.0561 0.7138 4.0172 0.00 0.02 0.02
N 3.8657 -6.9502 -5.1125 0.00 0.00 0.00
N -2.0485 2.8239 3.4734 -0.01 -0.01 0.02
N 1.4486 -0.4766 0.6112 -0.06 0.16 0.13
N -0.8709 -0.4395 -1.1279 -0.11 0.01 0.08
N -1.2013 4.2243 1.4509 -0.05 -0.04 -0.03
N -0.8931 3.8780 -0.6816 -0.02 -0.02 0.01
C -1.4528 3.3854 0.4465 -0.01 0.11 -0.02
C 3.2106 -1.7582 -0.0191 -0.01 -0.01 -0.01
C 2.4892 -0.2180 1.4101 0.01 -0.03 -0.03
C 1.9548 -2.8212 -3.5346 0.00 0.02 0.00
C 1.7000 -3.0183 -2.1797 0.01 0.00 -0.01
C 1.8607 -1.4424 -0.3032 0.03 0.09 -0.09
C 2.5622 -5.2602 -2.3448 0.00 0.00 0.00
C -0.1733 -1.4890 -1.7236 -0.04 -0.02 0.01
C -1.0146 -2.0727 -2.6984 0.01 -0.01 0.00
C -0.2647 5.0543 -0.3734 0.01 0.02 0.02
C -1.6309 -0.6675 4.1964 0.01 -0.02 -0.01
C -0.9279 3.2496 -1.9955 0.01 0.00 0.01
C 2.5216 -3.8304 -4.2921 0.00 -0.01 0.00
C 3.4023 -6.1083 -4.4843 0.00 -0.01 0.00
C -1.3515 1.6892 3.4115 0.02 -0.01 0.03
C -3.2220 2.5618 4.1288 0.00 0.01 0.00
C -0.4569 5.2609 0.9539 -0.01 0.03 -0.02
C -2.0818 -0.3998 -1.6997 -0.01 0.02 -0.15
C 1.1011 -1.9288 -1.3647 0.02 -0.02 0.05
C -2.2098 -1.3865 -2.6812 0.03 0.01 0.00
C 2.0114 -4.2407 -1.5890 -0.01 0.00 0.00
C 2.8215 -5.0534 -3.6972 0.00 0.01 0.00
C 3.6007 -0.9899 1.0549 0.00 0.00 0.00
C -3.2325 1.2499 4.4743 0.00 -0.01 -0.01
B -1.6652 4.2519 2.9634 0.03 0.00 0.00
H -1.2368 -1.0589 3.2620 -0.01 0.00 -0.01
H 0.2514 5.6389 -1.1136 0.00 -0.01 0.00
H -0.7550 -2.9144 -3.3183 0.01 0.00 0.00
H 1.8074 -4.3961 -0.5377 0.00 0.00 0.00
H -0.8608 -0.7300 4.9623 0.00 0.00 0.00
H -0.3857 2.3052 -1.9823 0.01 0.00 0.00
H -3.9601 0.6615 5.0038 0.00 0.00 0.00
H -2.6567 4.9234 3.0432 0.01 0.02 0.01
H -1.9569 3.0647 -2.2931 -0.01 0.01 0.00
H 3.8128 -2.4583 -0.5737 -0.01 -0.01 0.00
H -0.1304 6.0657 1.5877 -0.01 0.00 0.00
H 1.7208 -1.8685 -3.9917 0.00 0.00 0.00
H 2.7933 -6.2152 -1.8939 0.00 0.00 0.00
H -2.4945 -1.2533 4.4973 0.00 0.00 0.01
H 2.4258 0.4987 2.2126 0.03 -0.02 -0.01
H -3.9518 3.3328 4.2954 0.00 0.00 0.00
H -3.0812 -1.5622 -3.2889 0.00 0.00 0.00
H -0.4600 3.9257 -2.7050 -0.01 0.00 0.00
H 2.7333 -3.6778 -5.3412 0.00 0.00 0.00
H -0.7388 4.6818 3.5933 0.00 -0.01 0.00
H 4.5651 -0.9641 1.5329 -0.01 0.00 0.01
H -2.8157 0.3353 -1.4153 0.02 -0.03 0.00
```
Positions in Å, forces in eV/Å.

Computed properties:
Kohn-Sham gap (eV): 6.57
Molecular weight (g mol⁻¹): 680.40
Max |F| (eV/A): 0.48
Charge: +1
Highest occupied orbital energy (eV): -10.923
LUMO energy (eV): -4.36

---

C22H30AuN5 as an isolated structure at a distorted geometry. Source: the Open Molecules 2025 dataset; level of theory: the ωB97M-V functional and the def2-TZVPD basis.

```
58
Properties=species:S:1:pos:R:3:forces:R:3
Au -0.1438 1.1404 -0.0315 0.63 0.77 -0.12
N -2.0008 2.0062 0.0222 -0.19 -0.64 -0.02
N 2.3698 2.8676 0.6420 -0.13 -0.09 -0.17
N -1.8432 -0.8016 0.2439 0.03 0.04 -0.12
N 1.9193 0.8063 -0.2837 -0.24 0.18 0.07
N 4.0368 1.7997 -0.5893 -0.11 -0.02 -0.03
C 2.7596 1.8024 -0.1153 0.02 -0.18 0.11
C -0.8088 -4.1405 1.3886 0.01 -0.02 -0.01
C 4.5050 0.7362 -1.4750 -0.06 -0.10 -0.11
C -3.8380 3.2955 -0.1513 0.08 0.13 0.07
C -4.7348 -2.7042 -1.6696 0.10 0.04 -0.03
C -3.1069 1.1979 0.1237 -0.17 0.49 0.07
C -3.2192 -2.5109 -1.7699 -0.08 -0.02 0.10
C 3.0456 4.1487 0.6136 0.10 -0.02 0.03
C 4.8705 2.9963 -0.5589 0.04 0.05 0.14
C 2.3960 -0.3907 -0.9675 0.00 0.02 -0.02
C -4.2623 1.9788 0.0348 0.06 -0.24 -0.06
C -1.7473 -2.1955 0.3133 -0.25 -0.45 0.07
C 3.3409 -0.0115 -2.0944 -0.04 0.05 0.17
C -1.5334 -4.9735 0.5495 -0.04 -0.04 -0.02
C -0.8861 -2.7606 1.2748 -0.06 0.07 0.00
C 4.5386 3.8832 0.6250 -0.08 -0.05 -0.07
C -2.3201 -4.4146 -0.4401 0.02 -0.01 0.03
C -0.8701 -1.2937 3.3530 0.05 -0.02 -0.09
C -0.0702 -1.8850 2.1899 -0.10 0.03 0.02
C -2.4380 -3.0352 -0.5839 0.10 0.18 -0.02
C -2.4440 3.2631 -0.1459 -0.01 0.15 -0.01
C -2.9814 -0.2123 0.2714 0.14 -0.30 0.13
H -5.2106 -2.4195 -2.6095 -0.05 -0.02 0.03
H -1.7544 4.0872 -0.2502 0.00 -0.02 0.00
H -5.2781 1.6146 0.0699 0.02 0.00 0.04
H 3.7008 -0.8927 -2.6247 0.01 0.00 -0.01
H -5.1672 -2.0922 -0.8771 0.01 -0.03 0.03
H -1.3237 -2.0824 3.9554 -0.01 0.01 0.00
H 5.1038 4.8124 0.5596 0.00 0.00 0.00
H -2.8512 -5.0553 -1.1364 0.01 -0.01 0.01
H -4.9800 -3.7463 -1.4607 -0.03 0.00 0.00
H -2.9967 -1.4566 -1.9295 0.03 -0.01 -0.06
H -2.8666 -3.0505 -2.6530 0.02 0.04 -0.02
H 5.1274 1.1886 -2.2489 0.02 0.04 0.02
H 0.3487 -1.0614 1.6086 0.08 0.03 -0.02
H -0.2186 -0.6995 3.9967 -0.05 0.01 0.01
H -0.1635 -4.5703 2.1469 0.01 0.03 0.00
H 1.3715 2.8516 0.8187 -0.01 0.01 0.01
H 0.7627 -2.4752 2.5798 0.01 0.02 0.00
H -1.4678 -6.0492 0.6534 0.02 0.01 -0.01
H -4.4548 4.1732 -0.2599 0.01 0.00 -0.01
H -3.9040 -0.7747 0.4408 -0.02 -0.03 -0.08
H 4.7379 3.5607 -1.4909 0.05 -0.03 -0.02
H -1.6620 -0.6458 2.9755 -0.01 -0.01 0.05
H 1.5309 -0.9329 -1.3421 0.00 -0.02 0.03
H 2.7450 4.7113 1.4962 -0.04 0.00 -0.01
H 2.7685 4.7344 -0.2717 0.01 0.01 0.01
H 4.8041 3.3759 1.5540 0.03 0.02 0.01
H 5.1277 0.0373 -0.9076 0.07 0.05 -0.02
H 5.9122 2.6761 -0.5087 0.00 -0.03 -0.03
H 2.8096 0.6322 -2.7990 0.02 -0.03 -0.05
H 2.9147 -1.0432 -0.2547 -0.04 -0.05 -0.02
```
Positions in Å, forces in eV/Å.

Computed properties:
Kohn-Sham gap (eV): 7.50
Molecular weight (g mol⁻¹): 561.48
Max |F| (eV/A): 1.00
Energy above the lowest of the compared OMol25 structures with the same formula, charge and spin (kcal/mol): 0.0
Highest occupied orbital energy (eV): -7.005
LUMO energy (eV): 0.50

---

A 2-piece molecular cluster, C5H10N4OS overall at a distorted geometry. Source: the Open Molecules 2025 dataset; level of theory: the ωB97M-V functional and the def2-TZVPD basis.

```
21
Properties=species:S:1:pos:R:3:forces:R:3
S 0.8392 0.1024 -1.3226 -1.88 0.70 0.25
O 0.9882 -1.2175 -1.8644 0.18 -0.28 0.47
N -0.1886 0.1268 1.8289 0.58 0.00 -0.62
N 0.2239 1.0681 -2.3341 0.36 -0.71 0.64
N -2.0231 -0.2372 0.6691 0.55 0.15 0.30
N -1.2330 0.1073 2.6836 -0.85 0.03 1.09
C 2.4555 0.6504 -0.6005 -0.82 -0.31 0.19
C -2.8998 -0.4873 -0.4366 -0.23 -0.16 -0.53
C -2.3156 -0.1081 1.9922 0.16 0.02 0.08
C 2.9187 -0.4190 0.3495 0.03 -0.25 0.18
C -0.6752 -0.0874 0.6487 2.44 0.35 -2.39
H 2.9349 -1.3794 -0.1602 0.07 -0.07 0.03
H 3.9200 -0.2019 0.7139 0.07 0.08 0.00
H -3.3029 -0.1709 2.4009 -0.28 -0.05 0.02
H 3.1041 0.7667 -1.4687 -0.23 0.02 -0.17
H -2.7442 0.2637 -1.2123 -0.07 -0.04 0.05
H 2.2792 1.6070 -0.1172 -0.11 0.11 -0.03
H 2.2390 -0.4780 1.1947 0.00 -0.05 0.14
H -3.9313 -0.4485 -0.0889 0.07 0.01 -0.05
H 0.1077 2.0140 -2.0126 0.06 0.40 0.30
H -2.6967 -1.4711 -0.8635 -0.08 0.06 0.03
```
Positions in Å, forces in eV/Å.

Computed properties:
Kohn-Sham gap (eV): 8.48
Molecular weight (g mol⁻¹): 174.23
Max |F| (eV/A): 3.43
Energy above the lowest of the compared OMol25 structures with the same formula, charge and spin (kcal/mol): 30.5
Highest occupied orbital energy (eV): -9.362
LUMO energy (eV): -0.88